This record from the Open Molecules 2025 dataset describes a structure of composition C25H29BN16O3PdS. The level of theory is ωB97M-V/def2-TZVPD.

Computed properties:
**HOMO-LUMO gap (spin up / spin down)**: 3.290 / 3.294 eV
**Net charge**: +3
**HOMO (spin up / spin down)**: -16.01 / -16.01 eV
**Total energy**: -2621.70675 Ha
**Multiplicity**: 2

Structure (XYZ):
```
76
Properties=species:S:1:pos:R:3:lowdin_charge:R:1
Pd -0.6255 -0.7998 0.0686 1.203
C 0.1277 -5.0824 -1.1120 0.009
C 0.3134 -3.9837 -0.2733 -0.104
N -0.2661 -2.9146 -0.8043 0.007
N -0.8416 -3.2863 -1.9654 0.037
C -0.6113 -4.5955 -2.1729 0.006
B -1.6090 -2.2228 -2.7746 -0.649
N -2.7889 -1.7313 -1.9121 0.027
C -4.0883 -2.0627 -2.0396 0.018
C -4.8189 -1.3227 -1.1212 0.036
C -3.8649 -0.5822 -0.4332 -0.091
N -2.6560 -0.8288 -0.9372 0.017
N -0.6078 -1.0758 -3.0517 0.029
C -0.1045 -0.7265 -4.2485 0.011
C 0.8951 0.2060 -4.0498 0.020
C 0.9491 0.3697 -2.6682 -0.088
N 0.0343 -0.3977 -2.0809 0.003
N -2.1912 -2.6825 -4.0987 -0.025
C -1.6894 -3.3856 -5.1325 -0.089
C -2.6005 -3.3251 -6.1796 -0.009
C -3.6548 -2.5250 -5.6952 -0.087
N -3.3442 -2.1157 -4.4965 0.042
H 0.4838 -6.0816 -0.9706 0.124
H 0.8352 -3.9283 0.6655 0.122
H -0.9849 -5.1180 -3.0284 0.138
H -4.4274 -2.8278 -2.7070 0.139
H -5.8787 -1.3301 -0.9718 0.127
H -4.0032 0.1178 0.3692 0.116
H -0.4659 -1.1367 -5.1702 0.140
H 1.4962 0.6929 -4.7890 0.125
H 1.6123 1.0024 -2.1110 0.108
H -0.7401 -3.8822 -5.0849 0.125
H -2.4986 -3.7125 -7.1743 0.110
H -4.5475 -2.2050 -6.1917 0.124
C -2.4702 1.8482 4.9138 -0.012
N -1.7816 1.8486 3.6393 -0.128
C -1.0841 3.0661 3.2779 -0.008
C -1.7261 0.7533 2.8442 -0.384
N -1.3551 0.7885 1.6008 0.108
N -2.1023 -0.4283 3.4425 0.181
C -2.1031 -1.7147 2.9458 -0.449
N -2.6295 -2.6266 3.7819 0.217
N -1.6143 -2.0116 1.7883 0.114
H -1.8971 1.3095 5.6744 0.114
H -3.4711 1.4243 4.8220 0.110
H -2.5906 2.8753 5.2473 0.114
H -0.7843 3.5770 4.1912 0.112
H -1.7068 3.7588 2.7040 0.118
H -0.1755 2.8397 2.7197 0.087
H -1.2339 1.7349 1.2537 0.069
H -2.3991 -0.3438 4.4046 0.135
H -3.0097 -2.3941 4.6852 0.139
H -2.6875 -3.5974 3.5159 0.140
H -1.7043 -2.9992 1.5570 0.085
O 4.1294 6.7668 1.6735 -0.173
S 4.5082 6.5159 0.3029 0.550
O 3.5012 5.9460 -0.5438 -0.266
O 5.5836 7.2241 -0.2973 -0.189
C 5.3735 4.9039 0.9393 -0.279
N 6.5666 4.8205 1.4258 0.192
C 6.9191 3.6584 1.9534 -0.030
C 6.0327 2.5793 1.9837 0.063
C 4.7670 2.7760 1.4212 -0.175
N 4.4793 3.9813 0.9210 0.147
C 3.6704 1.8028 1.2837 -0.093
C 2.5178 2.2404 0.6198 0.041
C 1.4683 1.3639 0.4387 -0.182
N 1.4956 0.0950 0.8631 0.007
C 2.5813 -0.3243 1.5054 -0.085
C 3.6876 0.4883 1.7452 0.049
H 7.9248 3.5962 2.3553 0.140
H 6.3391 1.6462 2.4321 0.121
H 2.4730 3.2551 0.2513 0.129
H 0.5674 1.6951 -0.0716 0.095
H 2.5695 -1.3505 1.8488 0.125
H 4.5333 0.0909 2.2817 0.129
```


This record from the Open Molecules 2025 dataset describes an isolated molecule of C25H29ClFN3O5. The level of theory is ωB97M-V/def2-TZVPD.

Computed properties:
**HOMO-LUMO gap**: 8.185 eV
**SMILES**: COC(CNC(=O)C1CCN(C(=O)c2cc3oc(C)cc3n2Cc2c(F)cccc2Cl)CC1)OC
**Net charge**: 0
**HOMO**: -7.50 eV
**Energy above the lowest of the compared OMol25 structures with the same formula, charge and spin**: 0.2 kcal per mole
**Total energy**: -2070.58475 Ha

Structure (XYZ):
```
64
Properties=species:S:1:pos:R:3:lowdin_charge:R:1
C -6.2761 -2.8189 -0.1362 -0.085
H -7.0682 -2.0715 -0.2427 0.088
H -6.6576 -3.7940 -0.4323 0.092
O -5.1894 -2.5527 -0.9896 -0.121
C -4.4360 -1.4156 -0.6519 -0.409
O -3.1893 -1.4900 -1.2698 -0.130
C -2.3979 -2.5829 -0.8462 -0.091
H -1.4599 -2.5028 -1.3906 0.075
H -2.2066 -2.5283 0.2322 0.082
H -2.8858 -3.5315 -1.0787 0.090
C -5.0953 -0.1093 -1.1433 -0.083
N -4.2151 1.0134 -0.9340 0.087
C -4.1071 1.5701 0.2976 -0.464
O -4.8876 1.3030 1.1892 0.070
C -3.0163 2.6294 0.4812 -0.217
C -2.5134 2.5606 1.9297 -0.117
H -3.3664 2.5433 2.6074 0.116
C -1.6808 1.2966 2.1373 -0.117
N -0.5762 1.2735 1.2020 -0.048
C 0.6935 1.2035 1.6677 -0.445
O 0.9233 1.0071 2.8568 0.040
C 1.7961 1.3932 0.7074 -0.156
C 1.9201 2.3338 -0.3102 0.065
C 3.2181 2.1807 -0.8056 -0.197
C 3.8469 1.1656 -0.0821 -0.152
N 2.9831 0.7042 0.8558 0.023
C 3.2748 -0.3712 1.7722 -0.065
C 3.4544 -1.6709 1.0294 -0.137
C 4.7080 -2.2584 0.8949 -0.229
C 4.9214 -3.4304 0.1939 -0.004
C 3.8423 -4.0517 -0.4083 -0.070
C 2.5766 -3.5042 -0.3013 -0.103
C 2.3935 -2.3282 0.4096 -0.560
Cl 0.8012 -1.6742 0.5365 0.843
H 1.7284 -3.9832 -0.7634 0.103
H 3.9871 -4.9661 -0.9613 0.109
H 5.9183 -3.8354 0.1284 0.119
F 5.7694 -1.6635 1.4753 0.066
H 2.4557 -0.4394 2.4927 0.115
H 4.1954 -0.1298 2.3120 0.142
C 5.1523 1.0413 -0.6155 0.064
C 5.2211 1.9802 -1.6072 -0.303
C 6.3390 2.3316 -2.5207 -0.012
H 7.1983 1.7038 -2.3066 0.083
H 6.6179 3.3769 -2.3930 0.085
H 6.0407 2.1906 -3.5591 0.085
O 4.0556 2.6828 -1.7406 0.102
H 5.9359 0.3761 -0.3176 0.107
H 1.1896 3.0579 -0.6076 0.109
C -1.0055 1.2675 -0.1743 -0.157
H -0.1408 1.1932 -0.8329 0.111
C -1.8143 2.5353 -0.4628 -0.124
H -2.1124 2.5720 -1.5119 0.113
H -1.1776 3.4040 -0.2776 0.118
H -1.6350 0.3812 -0.3332 0.112
H -1.2647 1.2639 3.1452 0.125
H -2.3099 0.4118 1.9829 0.133
H -1.9028 3.4375 2.1509 0.125
H -3.5190 3.5927 0.3282 0.154
H -3.4530 1.0870 -1.5864 0.122
H -5.3142 -0.2073 -2.2069 0.138
H -6.0123 0.0673 -0.5790 0.125
H -4.3144 -1.3708 0.4521 0.160
H -5.9570 -2.8502 0.9119 0.096
```


This record from the Open Molecules 2025 dataset describes the ion C25H29F6N4S with charge +1. The level of theory is ωB97M-V/def2-TZVPD.

Computed properties:
**HOMO-LUMO gap**: 8.166 eV
**SMILES**: CN(C)/C=C/[C@H](c1ccccc1)[N@H+]1CCC[C@@H]1CNC(=S)Nc1cc(C(F)(F)F)cc(C(F)(F)F)c1
**Net charge**: +1
**HOMO**: -10.42 eV
**Energy above the lowest of the compared OMol25 structures with the same formula, charge and spin**: 0.0 kcal per mole
**Total energy**: -2186.25545 Ha

Structure (XYZ):
```
65
Properties=species:S:1:pos:R:3:lowdin_charge:R:1
F -5.3839 -1.5413 5.8985 0.126
C -4.0867 -1.2948 6.2743 -0.511
F -4.0502 -0.0418 6.8062 0.124
F -3.7959 -2.1754 7.2874 0.127
C -3.1384 -1.4660 5.1166 -0.095
C -2.2992 -0.4335 4.7138 0.069
C -1.3961 -0.6477 3.6561 -0.204
N -0.5267 0.3934 3.3068 0.080
C 0.4047 0.4103 2.2878 -0.682
S 0.7115 -0.7682 1.1225 0.837
N 1.0835 1.5961 2.2271 -0.002
C 1.9693 1.8769 1.0795 -0.165
C 1.0722 1.9802 -0.1639 -0.267
C 0.5221 3.3942 -0.3951 -0.105
C 1.1649 3.9116 -1.6913 -0.129
C 2.3865 3.0199 -1.8908 -0.069
N 1.8753 1.6622 -1.4372 -0.004
C -1.3694 -1.8779 3.0149 -0.001
C -2.2433 -2.8850 3.4141 -0.091
C -2.1728 -4.2081 2.7055 -0.502
F -3.3461 -4.8968 2.7604 0.133
F -1.8653 -4.0485 1.3703 0.099
F -1.1976 -5.0142 3.2329 0.133
C -3.1266 -2.7037 4.4739 0.066
H -2.3289 0.5293 5.2188 0.130
H -0.6373 1.2650 3.8262 0.155
H 1.2007 2.1591 3.0660 0.152
H 2.4855 2.8356 1.2405 0.133
H 2.7397 1.0833 0.9668 0.112
H 0.2938 1.2137 -0.1215 0.055
H -0.5733 3.3532 -0.4295 0.124
H 0.8004 4.0412 0.4504 0.121
H 0.4774 3.7936 -2.5425 0.114
H 1.4749 4.9612 -1.6113 0.129
H 2.7737 2.9575 -2.9062 0.118
H 3.2108 3.2842 -1.2252 0.141
H 2.6268 1.0119 -1.1662 0.182
H -0.6657 -2.0790 2.1960 0.009
H -3.7847 -3.5082 4.7852 0.145
C -2.7843 -1.4493 -0.7018 -0.045
N -1.5120 -1.4883 -1.3956 -0.230
C -1.0326 -2.7797 -1.8556 -0.043
C -0.8283 -0.3520 -1.5862 -0.174
C 0.4587 -0.2914 -2.0747 -0.101
C 1.1088 0.9860 -2.5144 -0.235
C 2.0978 0.7463 -3.6761 -0.197
C 2.0766 1.6225 -4.7658 -0.053
C 3.1119 1.5866 -5.7005 -0.059
C 4.0945 0.5945 -5.5980 -0.067
C 4.0115 -0.3837 -4.6023 -0.056
C 3.0167 -0.3033 -3.6170 -0.032
H -3.2611 -2.4271 -0.8120 0.089
H -2.6460 -1.2203 0.3658 0.079
H -3.4227 -0.6732 -1.1467 0.095
H -1.8620 -3.4834 -1.7152 0.088
H -0.7689 -2.7461 -2.9243 0.102
H -0.1645 -3.1320 -1.2750 0.094
H -1.3582 0.5538 -1.2386 0.141
H 1.0262 -1.2183 -2.2104 0.089
H 0.3469 1.7186 -2.8271 0.150
H 1.2761 2.3683 -4.8294 0.124
H 3.1382 2.3329 -6.4952 0.114
H 4.9072 0.5636 -6.3221 0.111
H 4.7252 -1.2080 -4.5727 0.113
H 2.9586 -1.0609 -2.8271 0.116
```